Entry 1:
Formula: C7H9N4
Source: the OMol25 dataset
Level of theory: the ωB97M-V functional and the def2-TZVPD basis

Its net charge is +1. The highest occupied orbital energy comes out at -11.83 eV. The calculation puts the orbital gap at 8.289 eV. The SMILES is N/[NH+]=c1\cccc2[nH]ccn12. Its total energy is -490.87069 Eh. The value obtained for the energy above the lowest of the compared OMol25 structures with the same formula, charge and spin is 41.66 kcal per mole.

Structure (XYZ):
```
20
Properties=species:S:1:pos:R:3:forces:R:3:mulliken_charge:R:1
N 0.2626 -3.1404 -1.3906 0.0 -0.6 0.1 -0.82
N -0.1363 -1.8067 -1.2079 -0.2 0.4 -0.6 0.13
C 0.1392 -1.0963 -0.1288 -1.0 4.5 -0.3 0.60
C 0.7487 -1.2878 1.0619 -0.2 -0.6 -0.5 -0.65
C 1.0105 -0.2665 1.9983 -0.2 1.0 0.0 -0.20
C 0.6347 1.0375 1.8346 0.3 -0.5 0.4 -0.87
C -0.0548 1.4229 0.6713 0.0 -0.1 -0.1 0.70
N -0.5847 2.6180 0.3285 0.1 -0.2 0.1 -0.07
C -1.1810 2.5017 -0.8963 -0.2 -0.3 -0.5 -0.56
C -1.0164 1.2196 -1.3172 -0.3 0.6 -0.3 -0.06
N -0.3093 0.5838 -0.3443 1.5 -4.5 1.3 -0.03
H 0.7271 -3.2442 -2.2915 0.1 0.3 0.3 0.26
H 0.8944 -3.4356 -0.6535 -0.1 0.1 -0.1 0.26
H -0.9334 -1.5570 -1.7826 0.0 -0.1 0.4 0.28
H 1.0010 -2.3026 1.3370 0.0 -0.1 -0.1 0.25
H 1.5140 -0.5516 2.9084 0.0 0.0 0.1 0.43
H 0.8328 1.7762 2.5922 0.0 0.1 0.1 0.36
H -0.5551 3.4546 0.8909 0.0 -0.1 0.0 0.21
H -1.6700 3.3210 -1.3808 -0.1 0.2 -0.1 0.41
H -1.3238 0.7535 -2.2296 -0.1 0.0 -0.2 0.37
```
Forces are in eV/Å.

Entry 2:
Formula: C5H9NO2
Source: the OMol25 dataset
Level of theory: the ωB97M-V functional and the def2-TZVPD basis

The highest occupied orbital energy comes out at -8.96 eV. The calculation puts the orbital gap at 6.028 eV. Its total energy is -400.76079 Eh. The value obtained for the energy above the lowest of the compared OMol25 structures with the same formula, charge and spin is 261.03 kcal per mole.

Structure (XYZ):
```
17
Properties=species:S:1:pos:R:3:forces:R:3:mulliken_charge:R:1
C 1.2356 1.3143 0.4565 0.6 1.2 0.0 -0.90
N 0.0967 1.2037 1.3587 -0.2 -0.1 -1.9 -0.37
C -0.9293 0.5346 1.0014 -0.3 1.6 2.5 -0.17
C -0.9791 -0.3513 -0.7717 -1.8 0.0 1.8 -0.50
C -0.9166 -0.8665 0.4618 1.5 -0.5 -2.8 0.64
O 0.1391 1.0711 -2.4485 -0.4 0.0 1.4 -0.85
C -0.0177 -2.1148 0.9252 -1.0 -2.1 1.3 -0.30
O 0.9238 -2.3345 0.1123 0.5 0.8 -0.4 -0.55
H 1.7883 2.1823 0.8185 0.4 -0.4 0.2 0.32
H 1.9080 0.4873 0.2333 -0.2 -0.4 0.5 0.33
H 0.8754 1.6616 -0.5241 -0.2 -0.2 0.0 0.45
H -0.8598 -2.8715 0.9045 0.1 0.1 0.2 0.27
H 0.1904 -1.9630 2.0013 0.2 0.5 -0.1 0.28
H -0.0950 0.1572 -1.3465 1.0 0.5 -2.6 0.38
H -1.9156 -0.1409 -1.2863 0.1 0.3 0.0 0.32
H -1.8397 0.9074 1.4759 -0.4 -0.8 -0.2 0.44
H 0.3954 1.1229 -3.3724 0.2 -0.6 0.0 0.20
```
Forces are in eV/Å.

Entry 3:
Formula: C3H2N5
Source: the OMol25 dataset
Level of theory: the ωB97M-V functional and the def2-TZVPD basis

Its net charge is -1. The highest occupied orbital energy comes out at -3.84 eV. The calculation puts the orbital gap at 8.135 eV. Its total energy is -389.16735 Eh. The value obtained for the energy above the lowest of the compared OMol25 structures with the same formula, charge and spin is 66.49 kcal per mole.

Structure (XYZ):
```
10
Properties=species:S:1:pos:R:3:forces:R:3:mulliken_charge:R:1
C -1.2867 -0.7061 -0.0142 0.0 -0.2 0.0 -0.63
C -1.5471 0.6668 0.0042 0.2 0.3 0.0 -0.24
C 0.0992 -0.8241 -0.0283 1.8 -0.4 0.0 -0.15
N -0.4191 1.3763 0.0005 -0.1 0.9 0.1 -1.13
N 2.5884 -1.3221 0.0163 -0.6 0.5 0.0 -0.34
N 2.6436 -0.1449 0.0208 -1.1 -1.2 -0.1 0.27
N 1.8822 0.8432 0.0036 0.7 1.8 0.0 -0.71
N 0.5376 0.4381 -0.0176 -0.9 -1.7 0.0 1.20
H -2.0027 -1.5117 -0.0209 0.0 0.0 0.0 0.31
H -2.4953 1.1846 0.0356 0.0 0.1 0.0 0.41
```
Forces are in eV/Å.

Entry 4:
Formula: C12H24BeN4OS2
Source: the OMol25 dataset
Level of theory: the ωB97M-V functional and the def2-TZVPD basis

Its net charge is +2. The highest occupied orbital energy comes out at -14.91 eV. The calculation puts the orbital gap at 8.944 eV. Its total energy is -1576.70836 Eh.

Structure (XYZ):
```
44
Properties=species:S:1:pos:R:3:forces:R:3:mulliken_charge:R:1
Be -0.0700 0.5358 0.0077 -0.2 -0.7 -0.3 0.18
N 0.1181 -0.6070 1.3945 0.1 0.0 0.1 -0.32
C 1.4901 -1.1692 1.2504 0.2 0.0 0.0 -0.65
C 2.3170 -0.0712 0.6107 0.0 -0.1 0.1 -0.56
N 1.5640 0.3292 -0.6086 0.2 0.0 0.2 -0.23
H 0.0732 -0.0747 2.2621 0.0 0.0 0.0 0.31
H -0.5569 -1.3582 1.5068 -0.1 0.0 -0.2 0.32
H 1.4441 -2.0336 0.5865 -0.1 0.0 0.0 0.35
H 1.9124 -1.4969 2.1987 0.0 0.0 0.0 0.40
H 3.3358 -0.3926 0.3998 0.0 0.0 0.0 0.42
H 2.3532 0.7892 1.2820 0.1 0.0 -0.1 0.34
H 1.5789 -0.4242 -1.2949 -0.1 0.0 -0.1 0.23
H 2.0243 1.1107 -1.0666 -0.2 0.1 0.0 0.34
C -2.8387 -1.5275 -5.9234 -0.1 0.0 0.0 -1.41
C -1.7099 -1.2303 -5.0047 0.1 0.0 0.0 0.87
C -0.3825 -1.2800 -5.3341 0.0 0.0 0.0 -0.91
C 0.5694 -0.9978 -4.3431 -0.2 0.0 0.0 0.81
N 0.2143 -0.6539 -3.0995 0.1 0.0 -0.1 -0.08
C -1.0759 -0.5848 -2.7892 0.0 -0.2 -0.1 -0.09
S -1.6714 -0.1901 -1.2386 0.0 0.1 0.2 -0.42
N -2.0171 -0.8848 -3.7294 0.2 0.0 0.0 -0.03
C 2.0242 -1.0682 -4.6478 0.1 0.0 -0.1 -1.29
H -2.4815 -1.7832 -6.9165 0.0 0.0 0.0 0.36
H -3.5046 -0.6661 -6.0038 0.0 0.0 0.0 0.38
H -3.4233 -2.3672 -5.5409 0.0 0.0 0.0 0.38
H -0.0767 -1.5412 -6.3362 0.0 0.0 0.0 0.45
H -2.9867 -0.8552 -3.4401 -0.1 0.0 0.0 0.32
H 2.2941 -0.2862 -5.3612 0.0 0.0 0.0 0.34
H 2.2722 -2.0195 -5.1202 0.0 0.0 0.0 0.40
H 2.6145 -0.9492 -3.7442 0.0 0.0 0.0 0.26
O -0.3381 1.9644 0.5149 0.1 0.7 0.2 -0.15
S -1.1763 3.1641 1.0073 -0.1 -0.1 -0.1 0.18
C -0.4602 4.5891 0.1150 -0.1 0.1 0.1 -0.51
C -1.4379 4.9960 -0.9913 -0.1 -0.1 -0.1 -0.68
C -2.2358 3.7461 -1.3519 0.0 0.1 0.0 -0.35
C -2.6723 3.1714 -0.0133 0.1 0.0 -0.1 -0.65
H 0.4975 4.2369 -0.2650 0.0 -0.1 0.1 0.30
H -0.2870 5.3795 0.8438 0.1 -0.1 0.0 0.41
H -0.9044 5.4073 -1.8467 0.0 0.0 0.0 0.35
H -2.1137 5.7699 -0.6262 0.0 0.0 0.0 0.33
H -1.6047 3.0215 -1.8705 0.0 0.0 -0.1 0.11
H -3.0896 3.9742 -1.9886 0.0 0.0 0.0 0.40
H -3.0829 2.1641 -0.0432 0.0 0.0 0.1 0.33
H -3.3737 3.8348 0.4990 0.0 0.0 0.1 0.46
```
Forces are in eV/Å.

Question: The highest total energy belongs to which entry?
Answer: C3H2N5